# 1
Computed, not measured: a structure of composition C33H38FN3OS2W, with ωB97M-V/def2-TZVPD.

Last column: Löwdin spin population.
Element x y z (Å)
H 1.49014 3.59119 -1.61289  0.000
H -3.04088 2.97428 -3.65836  0.000
C 0.37586 -6.20824 -4.24486  0.000
H -1.10173 0.97907 -2.96921  0.005
N 0.52219 0.73283 0.96733  0.044
C -0.29191 -2.88384 -2.67073  0.013
C 2.87494 1.07811 0.40913  0.000
H -0.38414 4.57698 4.54342  0.001
C 1.24854 -2.00561 2.11437  0.001
H -3.58994 3.08277 -1.18690  0.000
H 1.03215 -3.13546 0.25257  0.000
H 1.81244 1.12106 3.29305  0.001
H -0.38377 -0.77685 2.86783  0.000
C 3.54955 -1.40969 1.45192  0.000
H -4.49575 1.98011 -3.85361  0.000
C -1.60506 1.24192 -2.02792  0.020
H -3.68003 -1.48337 -0.55697  0.002
H 4.94786 1.23409 -0.08076  0.000
N 0.16524 -7.26016 -4.66502  0.000
H -1.27100 2.26240 -1.78010  0.011
C -2.33470 -0.35090 0.66985  -0.163
C 0.41880 -2.71117 1.04800  -0.001
H 3.64615 3.48724 1.42195  0.000
H -3.64986 -2.05359 1.10120  -0.008
H 0.92567 -1.02590 4.03580  0.000
C 1.89818 -4.33489 -3.69828  0.009
W -0.78631 -0.19848 -0.59470  1.938
H -0.31346 -2.02204 0.60390  0.001
H 3.80286 -2.38988 1.84290  0.000
N 3.93813 -5.62952 -4.61643  0.005
C 1.41982 2.62528 -1.10108  0.008
C 2.76563 3.59963 0.78453  0.000
H 5.56235 -0.96921 0.84666  0.000
C -0.19574 3.78841 3.82547  0.013
S -1.68771 -2.04556 -2.06587  0.049
C -3.41913 1.94583 -3.64678  0.000
C 4.53777 -0.61911 0.89858  0.000
H 3.06266 -2.62407 -3.15617  0.000
C 0.28629 1.70672 1.90602  0.014
H -4.19126 0.10106 2.79853  -0.001
H -2.93062 1.40432 -4.46028  0.000
C 1.02231 1.83488 3.10548  0.010
C 0.78882 2.83608 4.03612  0.001
C -0.45360 -4.16683 -3.20176  0.006
H 1.89024 3.65580 1.43075  0.000
H -0.19443 -3.50027 1.49328  0.000
S 1.31261 -0.70567 -2.06290  0.031
C 0.61017 -4.89786 -3.71527  0.001
C -3.60323 -1.15123 0.47548  -0.024
H 3.51817 2.56017 -0.89761  0.000
H -1.69228 4.44284 2.39659  0.000
C -3.87527 2.02441 -1.19608  -0.003
C 4.18691 0.61395 0.38262  0.000
C -0.92743 3.71544 2.64188  0.000
C 0.34730 -1.49351 3.23760  0.000
H -3.49200 0.26202 -2.34392  0.001
H 2.84922 4.54921 0.24624  0.000
H -1.44492 -4.60153 -3.20642  0.000
H 1.39484 2.86641 4.93545  0.000
H 0.49615 2.61398 -0.52545  0.002
H -3.06650 -1.21374 3.20475  -0.001
H -4.50084 -0.55720 0.69474  -0.006
H 1.90075 -2.76712 2.55778  0.000
C 1.87213 0.26819 0.98233  0.006
H -4.95904 1.96935 -1.35367  0.000
O -2.28963 0.26335 1.95094  -0.039
C 2.65867 2.45014 -0.22693  0.000
C 3.02686 -5.05319 -4.21023  0.002
C 2.07158 -3.05892 -3.17488  0.004
C -0.68152 2.71862 1.72875  0.009
C -3.11447 1.29127 -2.29570  0.005
H -3.63365 1.61144 -0.21785  -0.002
F -1.37046 2.77011 0.57173  0.014
H -0.19668 -2.34087 3.66859  0.000
C 2.22017 -0.99305 1.51106  0.000
H -2.81739 0.41011 3.87693  0.001
C -3.13803 -0.14008 2.98906  -0.001
H 1.34476 1.84566 -1.86076  0.003
C 1.00949 -2.30805 -2.66477  0.014

Values from the calculation:
**F_max**: 0.0062 Eh/bohr
**Expectation value of S²**: 2.1520
**2S+1**: 3
**Kohn-Sham gap (alpha / beta)**: 4.86 / 5.45 eV
**Net charge**: -2
**LUMO level (alpha / beta)**: 4.56 / 4.56 eV
**E_HOMO (alpha / beta)**: -0.302 / -0.892 eV

***

# 2
Computed, not measured: a cluster of 4 separate species, C30H62ClFN2O14P3 in total, with ωB97M-V/def2-TZVPD.

Last column: Löwdin charge in e.
Element x y z (Å)
O 2.96421 -9.94626 -6.86285  0.000
C -2.35249 0.30820 0.36507  0.022
C -0.37904 2.67306 2.38187  -0.736
H 0.67179 -6.28118 1.94886  0.098
H -4.81417 4.64117 0.13829  0.091
H 4.47707 0.17771 0.05817  0.067
C -1.59412 1.74839 0.45576  -0.328
O 2.63429 -8.11479 -0.80573  -0.010
C -0.97758 7.59927 2.26475  -0.105
H 0.70023 2.22562 4.93715  0.020
H -0.60487 4.04001 -0.92925  0.129
H 1.25526 -1.09692 -1.73089  0.109
H 1.09175 3.14813 0.17358  0.079
C 0.96591 1.96965 1.79174  -0.473
H -2.67160 -4.21232 -0.88537  0.099
C 2.17472 -8.95967 -6.41587  -0.607
C -2.78090 2.77834 0.11069  -0.126
Cl -0.46887 4.46924 1.90381  0.745
C 1.87687 -7.52457 -4.61198  -0.046
C 0.35979 -0.81906 -1.06570  -0.187
H 0.10154 7.49172 2.14832  0.084
O 0.90351 -1.87258 2.18117  0.014
O -3.45464 8.43599 2.67512  0.122
F 0.80083 3.38173 -2.23541  -0.095
H -1.45500 7.34744 1.31449  0.091
H -3.26764 2.38672 -0.85177  0.111
C -0.66661 -2.04855 -1.24666  -0.151
H -1.57145 -1.80250 -1.88048  0.127
H 3.60749 -0.39362 -1.42376  0.074
H -2.13881 -5.86827 -1.41568  0.107
H -2.76356 0.09809 -0.66340  0.102
H -1.37561 1.28844 4.62278  0.034
H -1.58873 -0.44900 0.73567  0.069
H -2.46148 3.87128 0.01407  0.107
C -2.54884 9.22184 2.79188  -0.602
H 1.91122 -6.62487 -5.22962  0.098
C -3.77438 3.82607 2.40233  -0.097
O 1.82443 -8.57985 1.26053  0.135
O 2.62884 -8.57736 -5.21216  -0.005
C -0.28516 1.80532 -0.49804  -0.213
H 2.37915 0.19149 2.08635  0.112
H -3.24103 4.79608 2.17574  0.062
H 0.28189 -2.25387 1.52750  0.088
H 0.83105 -3.17452 -2.52504  0.130
C -1.42221 2.88361 -2.75077  -0.041
H -1.44373 4.41395 4.34163  -0.081
H 3.88770 1.70486 3.56968  0.060
C -0.17466 0.60025 -1.53958  -0.151
H -6.14187 3.66061 0.90262  0.085
H -2.22336 2.09920 -2.65094  0.076
H 3.36682 -10.01544 -0.37359  0.102
H 2.34694 -6.33555 2.59475  0.102
H -4.45735 10.40146 4.16663  0.100
H 4.83456 3.07135 2.82709  0.071
H -1.17183 -4.99165 -0.14194  0.089
P 2.39011 3.23376 2.25712  0.923
H -0.89086 2.68096 -3.74525  0.112
C -5.18821 3.56520 0.30355  -0.087
H 4.55628 3.17497 -0.27191  0.054
C 2.17617 -7.80099 0.41375  -0.605
C -3.98760 2.85873 1.15113  -0.357
C -1.73816 -4.83871 -1.11859  -0.125
H -1.96493 3.88097 -2.91744  0.110
H -3.20856 0.23018 1.09890  0.105
H -1.06331 -2.29331 -0.19522  0.091
H -5.31293 3.12117 -0.73044  0.075
H 2.40082 4.92712 3.75743  0.078
O 1.22428 -8.49671 -6.99257  0.125
H 3.30082 -11.24454 -8.40298  0.095
C 4.01662 2.30292 2.59958  -0.257
H 1.75364 -4.89152 1.75976  0.077
C 3.41908 0.06647 -0.38711  -0.305
O 2.09182 4.00188 3.73430  -0.343
N 1.02990 2.09102 0.26341  -0.201
C -4.00731 10.94664 3.33494  -0.039
C 1.39534 0.63577 2.47057  -0.099
H 1.59203 -10.88275 -8.11513  0.099
H 2.33086 -7.29801 -3.64672  0.084
C 2.59580 -10.45477 -8.14440  -0.043
H 4.32653 1.60107 1.77236  0.013
O 2.17723 -6.46215 0.52562  -0.014
H 0.48876 0.93307 -2.41397  0.123
H 1.68958 0.89935 3.55365  0.118
C 3.65194 3.09328 -0.97291  -0.249
C 0.07986 -3.41016 -1.71271  -0.191
H 3.92844 3.14024 -2.06845  0.063
H -4.43055 1.88639 1.50437  0.126
H 0.84445 -7.83663 -4.44249  0.101
H -4.60230 10.82645 2.42765  0.100
O -1.41577 1.86758 1.87024  -0.177
O -1.24496 8.95122 2.61709  0.008
H 0.55846 -3.93977 -0.81184  0.122
P -0.58084 2.42138 4.29455  0.810
H -4.82058 4.09234 2.79317  0.097
H 1.69125 -9.95830 -1.01682  0.102
H 2.65947 -9.67198 -8.90245  0.099
H 2.96001 -0.79306 0.21725  0.062
H -1.30919 6.92241 3.05514  0.070
C 0.41474 -0.58564 2.61311  -0.383
O -0.94765 -4.30367 -2.18987  -0.216
H 3.07189 -9.65244 -2.08051  0.092
H -1.16980 0.34200 -2.04574  0.114
H -3.29796 3.20726 3.22853  0.060
O -2.66390 10.51492 3.11746  0.006
C 2.68858 -9.51764 -1.06894  -0.035
C 1.70868 -5.98116 1.78344  -0.049
H 0.77909 -0.71720 -0.02248  0.065
N -1.23496 3.69067 5.03180  -0.295
H 3.03819 4.03926 -0.75709  0.050
H -3.97794 12.00531 3.59121  0.097
O -0.70000 -0.64668 3.12840  0.087
C -0.44169 3.07264 -1.52369  -0.239
P 2.56297 1.63928 -0.49333  0.933

Values from the calculation:
**F_max**: 0.0837 Eh/bohr
**2S+1**: 1
**Kohn-Sham gap**: 7.72 eV
**Net charge**: +1
**LUMO level**: -3.11 eV
**E_HOMO**: -10.830 eV

***

# 3
Computed, not measured: a cluster of 2 separate species, C8H19NO in total, with ωB97M-V/def2-TZVPD.

Last column: Löwdin charge in e.
Element x y z (Å)
H 0.66760 -2.51897 -0.65480  0.112
C -0.44956 -2.31061 -0.70508  -0.005
H -2.41656 0.34928 1.29448  0.040
H -0.75999 -2.25622 -1.70557  0.061
H 1.11932 -0.99511 1.13676  0.097
C -1.18875 -1.46354 0.19898  -0.639
H -3.99596 0.03016 0.50617  0.102
H 1.86295 1.10409 -0.72228  0.085
O -1.24700 -1.44056 1.36985  0.085
C 1.86606 -0.23788 0.72108  -0.310
H 0.86837 2.64411 1.16039  0.144
H -1.53558 2.81148 -0.20972  0.111
C 1.15576 0.69467 -0.12221  -0.259
H 3.36706 -1.76958 0.62994  0.064
C 0.29060 1.79195 0.59661  -0.290
H -0.34901 1.31174 1.40825  0.118
H -0.94365 -3.27875 -0.44956  0.115
C 2.99374 -0.98390 -0.02014  -0.117
H 2.81609 -1.46193 -1.08725  0.111
N -1.98578 -0.50907 -0.43267  -0.018
C -2.88111 0.29836 0.35059  -0.129
H -2.25692 -0.58375 -1.48383  0.178
C -0.36707 2.46330 -0.46680  -0.202
H 0.47133 0.01199 -0.59449  0.074
H 2.22242 0.04133 1.78171  0.142
H 3.74259 -0.27981 -0.19247  0.036
H -2.96786 1.46391 0.00511  0.102
H 0.30271 3.24399 -0.70191  0.038
H -0.40179 1.82931 -1.61115  0.154

Values from the calculation:
**Structure (SMILES)**: CNC(C)=O.CCCCC
**F_max**: 0.1351 Eh/bohr
**2S+1**: 1
**Kohn-Sham gap**: 10.18 eV
**Net charge**: 0
**LUMO level**: 0.85 eV
**E_HOMO**: -9.330 eV

***

# 4
Computed, not measured: the ion C4H6FN2 with charge +1, with ωB97M-V/def2-TZVPD.

Last column: Löwdin charge in e.
Element x y z (Å)
N 0.21563 -0.10257 -1.36553  0.079
C -1.05989 -0.20596 1.17296  -0.068
H 1.44233 1.28770 -0.24391  0.141
H -1.16509 -1.82670 -1.80191  0.140
H 1.37742 -0.49235 0.24055  0.101
C 0.99700 0.30188 -0.43497  0.087
C -0.89911 -1.13728 -1.03429  -0.037
H -1.84290 0.48885 1.35167  0.133
F 0.81456 -1.41532 1.70377  -0.005
H 0.34206 0.36341 2.75786  0.143
H -0.15600 0.75640 -1.94797  0.216
N -1.29385 -1.08760 0.10553  0.131
C 0.03890 -0.28518 1.94173  -0.060

Values from the calculation:
**Structure (SMILES)**: C=[NH+]/C=N\C=C/F
**F_max**: 0.0884 Eh/bohr
**2S+1**: 1
**Kohn-Sham gap (alpha / beta)**: 9.24 / 9.24 eV
**Net charge**: +1
**LUMO level (alpha / beta)**: -5.20 / -5.20 eV
**E_HOMO (alpha / beta)**: -14.446 / -14.446 eV

***

# 5
Computed, not measured: a structure of composition C12H19AuCl2NO2P, with ωB97M-V/def2-TZVPD.

Last column: Löwdin spin population.
Element x y z (Å)
C -2.08693 1.25718 -2.19807  0.052
C -0.03496 -1.04648 -1.29937  0.058
H -4.17079 -0.46444 0.77255  0.000
O 0.52297 -1.70088 -2.04662  -0.001
H -1.09207 -3.92029 -0.02858  0.000
N 1.77249 0.62675 0.16135  0.059
C 4.38542 1.55930 0.40511  -0.001
C 3.75994 1.43879 -0.83988  0.001
P -2.21832 -1.83233 0.53820  0.325
Cl -0.69920 0.03226 2.83651  0.725
H 6.13567 2.47796 -0.42237  0.000
H -4.64393 -2.17836 0.43746  0.009
H -3.15036 2.69235 -3.46463  0.003
O -1.65100 0.17546 -2.54997  0.110
H -4.04548 -1.11957 -0.89009  0.000
C -3.94371 -1.36392 0.17901  0.034
H 4.06422 1.18762 2.51967  0.000
H -2.35237 3.45923 -2.07830  0.000
H -1.82871 -3.15837 -1.49166  0.001
H 6.49229 1.35506 0.89777  0.000
C 2.43749 0.95462 -0.93635  0.004
C 2.34013 0.70747 1.34526  0.004
H 1.76761 0.43550 2.21841  0.001
H 1.98587 0.87105 -1.93068  0.001
C -2.32064 -2.51231 2.25440  0.057
C 5.78936 2.11022 0.54238  0.000
H -1.36289 -3.00208 2.49840  0.002
C 3.63561 1.15583 1.52852  0.004
H -2.44897 -1.66082 2.94548  0.003
C -1.98464 -3.37973 -0.41718  0.044
H -3.81468 2.62583 -1.82159  0.000
Cl -1.62829 1.97203 1.38872  0.286
H -2.87248 -4.04248 -0.31921  0.011
C -2.85444 2.51651 -2.37178  0.019
Au -0.84826 0.35921 -0.24440  0.176
H -3.15108 -3.22861 2.36679  0.012
H 5.80883 2.93206 1.25812  0.000
H 4.30630 1.70840 -1.74338  0.000

Values from the calculation:
**F_max**: 0.1572 Eh/bohr
**Expectation value of S²**: 2.0265
**2S+1**: 3
**Kohn-Sham gap (alpha / beta)**: 5.42 / 5.33 eV
**Net charge**: +2
**LUMO level (alpha / beta)**: -9.82 / -9.91 eV
**E_HOMO (alpha / beta)**: -15.245 / -15.244 eV

***

# 6
Computed, not measured: a cluster of 2 separate species, C3H5OP in total, with ωB97M-V/def2-TZVPD.

Last column: Löwdin charge in e.
Element x y z (Å)
H -4.76853 1.21245 0.01085  0.027
H 2.43639 -1.33811 0.55897  0.053
H 1.12158 -2.14183 -0.34713  0.047
H 1.05651 0.66640 1.52134  0.000
C -2.58448 0.73799 -0.23222  -0.014
H 2.10420 -0.91632 -1.15996  0.008
O 1.77130 1.61860 -0.31620  -0.444
P 0.91925 0.48440 0.08193  0.716
C 1.66373 -1.19172 -0.23027  -0.262
C -3.71994 0.86815 0.11269  -0.130

Values from the calculation:
**F_max**: 0.0626 Eh/bohr
**2S+1**: 1
**Kohn-Sham gap (alpha / beta)**: 9.05 / 6.49 eV
**Net charge**: 0
**LUMO level (alpha / beta)**: -1.77 / -2.72 eV
**E_HOMO (alpha / beta)**: -10.815 / -9.213 eV